C27H84O15 | the ωB97M-V functional and the def2-TZVPD basis

XYZ file:
```
126
Properties=species:S:1:pos:R:3:forces:R:3:lowdin_charge:R:1
C -4.687002 -4.721679 0.655283 -0.325 -0.739 -0.132 -0.153
O -4.871577 -5.768587 -0.291924 0.227 0.170 -1.072 -0.136
H -4.464263 -3.801249 0.115553 -0.029 -0.296 -0.186 0.048
H -5.618739 -4.562660 1.198127 0.189 0.134 0.400 0.086
H -3.840033 -4.964375 1.297031 -0.163 0.244 0.331 0.082
H -5.299625 -6.565772 0.028803 0.039 0.356 0.560 0.071
C 4.792901 1.964195 -2.371137 0.589 0.634 2.064 -0.184
O 3.524638 1.747881 -2.905447 0.315 -0.850 -0.988 -0.114
H 4.616297 2.101581 -1.304346 0.375 0.492 0.497 0.050
H 5.550052 1.181700 -2.320906 -0.540 -0.680 -1.080 0.075
H 5.289628 2.863829 -2.734474 -0.015 0.068 -0.293 0.083
H 3.127256 2.618207 -2.826611 -0.736 0.310 -0.280 0.024
C -1.066404 -2.118596 6.001951 -0.298 -1.140 1.842 -0.209
O -0.650171 -1.041767 5.287479 1.047 1.842 -0.605 -0.117
H -2.145472 -2.125018 6.155858 -0.228 -0.482 -0.387 0.077
H -0.637890 -3.086217 5.740827 -0.387 -0.232 -0.898 0.079
H -0.662598 -2.047662 7.011905 0.083 0.552 0.249 0.077
H -0.850876 -1.069337 4.349094 -0.118 -0.531 -0.264 0.040
C 0.832613 -2.406181 2.592916 -0.649 -1.503 -0.215 -0.090
O -0.520911 -1.910229 2.518893 0.831 0.119 1.051 -0.157
H 1.659411 -1.789622 2.945553 -0.607 0.785 0.129 0.083
H 0.754747 -3.267829 3.255932 0.194 0.099 0.256 0.083
H 1.161241 -2.848319 1.652379 -0.182 0.293 -0.307 0.060
H -0.698301 -1.505965 1.666424 0.533 0.232 -0.701 0.028
C -1.253920 1.497235 -4.953192 -0.135 -1.594 1.072 -0.149
O -2.646134 1.399958 -4.655153 -0.182 1.208 -0.212 -0.135
H -0.993468 0.788937 -5.739684 0.171 0.506 -0.464 0.079
H -0.880777 2.512362 -5.088807 -0.635 -0.007 -0.434 0.078
H -0.729634 1.118816 -4.075685 0.415 0.029 0.192 0.053
H -2.984530 0.507953 -4.762001 0.340 -0.258 -0.029 0.049
C 5.186633 0.411628 1.857935 2.487 -1.232 -0.660 -0.126
O 6.418887 0.936516 2.422557 -0.885 0.608 0.662 -0.145
H 4.275782 0.691525 2.387188 0.422 0.418 -0.192 0.081
H 5.290235 0.609089 0.790984 -1.161 0.604 -0.128 0.060
H 5.321499 -0.669893 1.872940 -0.709 -0.311 0.363 0.069
H 7.159133 0.412100 2.108496 -0.191 -0.097 -0.064 0.065
C 0.286633 -0.325595 -0.825325 1.698 -0.951 -1.125 -0.134
O -0.638303 -0.819829 0.057013 -1.339 -0.207 1.041 -0.124
H -0.108425 -0.251472 -1.838510 -0.123 0.313 -0.137 0.083
H 0.807501 0.589303 -0.542927 -0.273 0.187 0.250 0.074
H 1.030791 -1.121803 -0.844697 0.481 0.228 -0.365 0.079
H -1.253054 -0.114004 0.270304 -0.555 0.565 0.265 0.032
C -3.668095 -1.776784 1.997253 0.240 -0.095 -0.747 -0.152
O -3.231479 -2.579462 3.125938 -0.774 1.384 -1.424 -0.108
H -3.007496 -0.958150 1.711719 0.253 0.521 1.027 0.049
H -3.593610 -2.289659 1.038335 -0.382 -0.822 0.133 0.047
H -4.668871 -1.349457 2.060054 -0.041 -0.307 0.573 0.086
H -2.297565 -2.365617 3.065382 0.755 -0.595 0.577 0.015
C -3.686202 -2.837290 -3.148011 -2.048 0.724 -0.467 -0.092
O -3.950299 -1.895660 -4.283487 1.528 -0.711 1.255 -0.142
H -3.464622 -2.336320 -2.205645 0.321 0.621 -0.376 0.046
H -4.662145 -3.280570 -2.950192 0.185 -0.543 0.077 0.073
H -2.944489 -3.625207 -3.278925 0.021 0.330 -0.801 0.078
H -4.849445 -1.996253 -4.604450 0.049 -0.327 0.301 0.061
C 4.286109 -0.977936 -5.484659 -1.157 -0.455 -0.662 -0.039
C 4.868568 -2.124558 -6.394191 1.304 1.857 0.280 -0.453
C 5.798328 -1.547213 -7.456696 0.810 -0.345 -0.741 -0.090
O 5.547373 -3.084001 -5.596197 -0.158 -0.300 -0.038 -0.057
H 4.031513 -1.271548 -4.466289 0.211 -0.498 -0.081 0.060
H 3.333434 -0.643884 -5.895646 -0.178 -0.014 -0.170 0.069
H 4.835475 -0.041515 -5.387648 0.700 -0.332 -0.300 0.069
H 4.205807 -2.633919 -7.093768 -0.986 -0.249 1.071 0.131
H 6.282703 -2.369814 -7.982806 -0.324 -0.414 -0.227 0.075
H 6.685374 -0.974263 -7.186555 -0.355 0.551 0.742 0.077
H 5.228232 -1.009467 -8.214264 0.031 0.235 0.125 0.083
H 6.473800 -2.833943 -5.567726 0.086 -0.010 0.070 0.083
C -3.543457 0.684143 5.529257 -0.484 -0.302 0.309 -0.056
C -4.491482 1.874012 5.419176 -0.789 0.349 -1.612 -0.430
C -4.309922 2.755889 4.130345 0.467 -0.589 0.135 -0.038
O -5.825654 1.330337 5.266758 0.285 0.163 0.135 -0.075
H -3.849916 -0.054730 4.788824 0.432 0.132 -0.506 0.080
H -3.788006 0.167181 6.457186 0.078 0.066 0.411 0.077
H -2.462921 0.825206 5.554420 -0.119 0.325 -0.292 0.071
H -4.502399 2.457510 6.339774 0.313 0.335 -0.078 0.125
H -3.403905 3.361218 4.158906 0.055 0.024 0.196 0.051
H -5.131247 3.390793 3.798054 -0.328 0.173 0.997 0.073
H -4.221698 2.135522 3.238461 0.346 -0.593 0.169 0.064
H -5.857931 0.553811 5.830282 -0.226 -0.135 0.071 0.072
C -3.843010 0.585018 -0.843692 -0.693 -0.018 -0.291 -0.030
C -2.954116 1.745629 -0.443167 -0.832 1.271 0.035 -0.450
C -3.687491 3.095588 -0.192711 -0.630 -0.760 -0.940 -0.034
O -2.258694 1.345576 0.729707 0.181 -0.386 0.186 -0.074
H -4.519179 0.261971 -0.052146 0.148 0.354 0.499 0.079
H -3.330398 -0.333303 -1.130078 0.404 0.263 -0.196 0.060
H -4.526683 0.873040 -1.642282 0.297 0.026 -0.325 0.088
H -2.233449 2.062644 -1.196969 0.193 -0.804 -0.452 0.113
H -4.556787 3.000182 0.457933 0.645 0.182 1.044 0.082
H -4.224496 3.480338 -1.059718 0.344 -0.434 -0.768 0.079
H -2.928272 3.863611 -0.044989 -0.286 0.053 0.959 0.064
H -2.016777 2.112611 1.253846 0.186 0.366 0.242 0.056
C 0.100146 2.062792 3.275862 -0.404 0.812 0.821 -0.029
C -0.310944 3.553661 3.501611 1.791 -0.120 -0.035 -0.447
C 0.908017 4.548158 3.375587 -1.452 -0.868 -0.354 -0.031
O -1.222790 3.900135 2.485241 -0.752 -0.321 -0.923 -0.083
H 0.623643 1.855326 2.342580 -0.366 0.269 -0.284 0.071
H -0.811451 1.476938 3.393597 0.024 -0.240 -0.410 0.067
H 0.771525 1.692418 4.050570 0.004 0.297 0.246 0.082
H -0.843881 3.655343 4.446981 0.301 -0.177 0.334 0.126
H 0.635132 5.548934 3.710352 0.180 -0.079 0.512 0.072
H 0.972701 4.658881 2.293151 0.616 -0.093 0.086 0.042
H 1.818881 4.146523 3.819559 -0.035 0.312 0.008 0.081
H -1.656174 4.727906 2.705651 -0.040 0.069 0.023 0.099
C 4.361237 -4.190730 -2.126122 -1.524 -1.508 -0.098 -0.039
C 3.095318 -3.670335 -1.375475 1.129 -0.983 -1.185 -0.531
C 2.358781 -4.726547 -0.571085 0.461 0.122 -0.653 -0.043
O 3.583896 -2.769143 -0.476198 0.493 2.217 2.351 -0.064
H 5.014114 -4.700552 -1.417641 0.250 0.580 0.352 0.081
H 4.882028 -3.462143 -2.747447 -0.110 0.096 0.163 0.064
H 4.077475 -5.043360 -2.743047 -0.098 0.182 -0.619 0.074
H 2.389730 -3.149886 -2.023082 -0.083 -0.214 -0.589 0.127
H 2.100857 -5.531304 -1.259511 -0.327 -0.138 0.280 0.082
H 1.480721 -4.270902 -0.113367 -0.062 -0.249 -0.031 0.065
H 3.034819 -5.089915 0.202875 -0.103 -0.132 0.042 0.087
H 4.304702 -2.266467 -0.862667 -0.077 0.062 -0.057 0.086
C 2.103745 3.828091 -0.072976 -0.819 0.263 0.759 -0.033
C 1.271625 3.514511 -1.298808 -0.030 0.560 -0.411 -0.458
C -0.166748 4.092096 -1.289831 0.576 -0.998 0.272 -0.018
O 1.851915 3.987910 -2.500296 1.133 -0.065 -1.089 -0.072
H 3.067314 3.337959 0.066293 0.056 0.022 -0.690 0.077
H 1.519394 3.495854 0.785076 -0.080 -0.008 0.085 0.048
H 2.200206 4.907378 0.045083 0.224 0.122 0.005 0.089
H 1.356616 2.440313 -1.463036 -0.806 -0.118 0.143 0.113
H -0.186349 5.169463 -1.125528 0.237 0.028 0.313 0.088
H -0.755904 3.574721 -0.532658 -0.156 0.244 0.038 0.050
H -0.597815 3.939478 -2.279266 -0.077 -0.246 0.082 0.082
H 1.999243 4.936034 -2.531331 -0.126 0.147 0.384 0.105
```
Forces are in eV/Å.

Output
energy relative to the best compared isomer or geometry (same formula, charge and spin) = 167.5 kcal per mole
orbital gap = 10.239 eV
largest force on an atom = 3.269 eV Å⁻¹
spin multiplicity = 1


C39H26Cl2F12I2N3O3SY | the ωB97M-V functional and the def2-TZVPD basis

XYZ file:
```
89
Properties=species:S:1:pos:R:3:forces:R:3:lowdin_charge:R:1
Y 0.260291 0.515499 -0.189446 0.997 -1.070 0.262 1.362
I 7.989503 -2.528661 0.598728 -0.242 0.144 -0.055 0.720
C 6.192117 -1.479443 0.212630 0.390 -0.189 0.051 -0.746
C 6.174589 -0.099023 0.276020 -0.032 -0.060 -0.024 -0.272
C 4.986347 0.566193 0.040892 -0.135 0.379 -0.012 -0.615
I 5.055488 2.665254 0.042761 -0.080 -0.210 0.015 0.908
C 3.743242 -0.080011 -0.239944 0.126 -0.017 -0.098 -0.439
O 2.638357 0.541316 -0.403896 0.220 0.016 0.110 -0.226
C 3.863014 -1.506412 -0.368445 -0.142 0.026 0.012 -0.167
C 2.632443 -2.276385 -0.755537 0.071 0.145 0.105 -0.178
N 1.535843 -1.960960 0.149253 -0.309 -0.246 0.000 -0.091
C 1.780667 -2.437022 1.495272 0.026 0.137 -0.022 -0.143
C 0.782439 -1.905746 2.489734 -0.049 -0.103 -0.041 -0.246
C 0.611575 -2.548337 3.712298 -0.054 0.020 0.028 -0.037
C -0.296760 -2.033708 4.620047 0.064 -0.006 -0.071 -0.079
C -1.010648 -0.897900 4.274201 -0.025 -0.055 0.022 -0.049
C -0.771268 -0.317669 3.039807 -0.072 0.051 0.131 -0.095
N 0.110202 -0.806654 2.166032 0.079 0.247 0.125 0.101
C 5.044777 -2.177234 -0.123608 -0.002 0.008 -0.011 -0.147
H 7.072300 0.461617 0.494323 0.000 -0.001 0.014 0.063
H 2.861785 -3.354107 -0.767742 0.024 0.009 -0.012 0.116
H 2.330399 -1.985900 -1.761630 -0.017 -0.038 -0.002 0.069
H 0.651947 -2.334090 -0.192984 -0.025 0.034 0.018 0.085
H 2.772940 -2.088548 1.800183 0.019 -0.036 -0.001 0.134
H 1.796221 -3.537011 1.555311 0.028 0.006 0.026 0.126
H 1.188344 -3.437208 3.936841 -0.011 -0.011 -0.018 0.105
H -0.444161 -2.514661 5.579881 -0.021 0.001 -0.001 0.097
H -1.742107 -0.464884 4.943035 -0.006 0.025 -0.034 0.102
H -1.292741 0.581778 2.739416 0.050 -0.001 -0.023 0.100
H 5.068538 -3.258367 -0.201755 -0.038 0.001 -0.004 0.090
C -1.809520 6.720783 -1.956495 0.059 -0.132 0.049 -0.066
C -1.913327 5.339708 -1.361300 -0.007 0.088 -0.005 -0.283
C -2.839366 4.419629 -1.840611 -0.017 -0.079 0.033 -0.051
C -2.857929 3.128676 -1.356155 0.096 0.023 0.010 -0.021
C -1.936144 2.691771 -0.396757 -0.066 0.285 0.290 -0.304
N -1.885740 1.328307 -0.088540 -0.717 -0.009 -0.181 -0.045
C -2.915548 0.791025 0.607926 -0.105 0.045 0.075 -0.241
C -3.839825 1.596159 1.326730 0.025 -0.101 -0.081 -0.025
C -4.776783 1.053422 2.176100 0.025 -0.077 -0.010 -0.066
C -4.897883 -0.324158 2.341053 -0.162 0.048 0.089 -0.299
C -5.890603 -0.905955 3.318214 0.162 0.043 -0.072 -0.079
C -4.076194 -1.131544 1.566178 -0.078 0.126 0.024 -0.011
C -3.112765 -0.619934 0.706442 0.155 -0.010 -0.081 -0.078
C -2.329614 -1.524273 -0.250041 -0.061 -0.203 -0.540 -0.349
O -1.001865 -1.292035 -0.380165 -0.500 0.027 0.047 -0.317
C -2.444599 -3.030004 0.137713 0.110 -0.218 0.104 -0.524
F -1.582943 -3.792540 -0.570290 -0.183 0.093 0.220 0.129
F -2.128217 -3.228589 1.437303 0.041 -0.010 -0.187 0.133
F -3.671255 -3.579760 -0.053341 0.143 0.025 0.016 0.122
C -3.019277 -1.399398 -1.668939 -0.069 -0.014 -0.189 -0.522
F -2.628491 -0.303184 -2.323635 -0.064 -0.078 0.109 0.138
F -2.729991 -2.448652 -2.481456 0.041 0.099 0.068 0.118
F -4.371576 -1.353569 -1.604860 0.099 -0.040 0.049 0.130
C -1.046752 3.641362 0.147607 -0.080 -0.225 -0.017 -0.114
C -1.051169 4.940320 -0.352555 -0.121 0.090 -0.146 -0.002
C -0.104153 3.245919 1.299840 0.100 0.227 0.628 -0.354
O 0.142523 1.919084 1.457356 0.309 0.771 0.001 -0.254
C 1.296017 3.929792 1.181058 0.161 -0.014 0.012 -0.551
F 1.312562 5.286724 1.294908 0.004 -0.043 0.117 0.110
F 2.139648 3.483214 2.129145 -0.132 0.077 -0.225 0.119
F 1.823392 3.643794 -0.007919 0.088 0.030 0.040 0.055
C -0.753157 3.783541 2.613184 -0.055 0.008 0.164 -0.515
F -1.918536 3.159638 2.857590 0.143 0.075 -0.007 0.145
F -1.023103 5.114093 2.578363 -0.007 -0.249 0.072 0.127
F 0.020699 3.584268 3.701401 -0.119 0.033 -0.140 0.139
H -2.710977 6.972749 -2.517059 0.001 0.038 -0.001 0.065
H -0.960600 6.764671 -2.644086 -0.021 0.068 -0.022 0.065
H -1.654383 7.476310 -1.183230 -0.006 0.020 -0.025 0.070
H -3.536759 4.711167 -2.619955 0.009 0.012 -0.008 0.103
H -3.558190 2.397575 -1.743135 0.030 -0.012 -0.032 0.118
H -3.769757 2.668861 1.220424 0.013 0.015 0.055 0.102
H -5.424913 1.716990 2.742591 -0.018 0.016 -0.032 0.100
H -6.676586 -0.180116 3.536080 -0.040 -0.037 0.024 0.061
H -5.410443 -1.167254 4.267418 -0.058 -0.036 0.013 0.065
H -6.360152 -1.810223 2.923898 -0.006 -0.007 0.021 0.066
H -4.227161 -2.200406 1.637232 0.019 0.041 0.009 0.107
H -0.356721 5.673323 0.035585 -0.049 -0.056 -0.016 0.116
Cl 0.435289 -0.727531 -2.915259 -0.033 -0.319 -0.418 0.786
C 0.221747 0.415267 -4.202468 0.005 0.326 -0.067 -0.630
C 0.008553 -0.054248 -5.482173 -0.015 -0.207 0.020 -0.134
C -0.162138 0.842545 -6.524358 0.028 0.045 -0.053 -0.126
C -0.129262 2.203995 -6.257692 -0.029 -0.015 -0.044 -0.151
C 0.071127 2.655913 -4.967398 0.020 -0.417 0.097 -0.692
Cl 0.077122 4.365263 -4.698484 -0.001 0.262 -0.028 0.641
C 0.272083 1.783082 -3.869652 -0.009 0.025 0.062 -0.711
S 0.581282 2.363457 -2.283765 0.116 0.292 -0.440 0.669
H -0.030412 -1.122113 -5.657007 0.026 0.013 0.021 0.096
H -0.312812 0.486760 -7.535311 -0.034 -0.008 0.011 0.086
H -0.266932 2.923415 -7.054631 0.003 0.023 0.028 0.088
```
Forces are in eV/Å.

Output
energy relative to the best compared isomer or geometry (same formula, charge and spin) = 14.5 kcal per mole
orbital gap = 5.186 eV
largest force on an atom = 1.486 eV Å⁻¹
net charge = -2
spin multiplicity = 1